100
Properties=species:S:1:pos:R:3:forces:R:3:mulliken_charge:R:1 method="wB97M-V/def2-TZVPD" fmax_ev_per_a=1.68 homo_lumo_gap_ev=9.75 e_homo_ev=-9.48 smiles="O=S1(=O)OCCO1.O=S1(=O)OCCO1.C1CCOC1.C1CCOC1.C1CCOC1.C1CCOC1.C1CCOC1.C1CCOC1" total_energy_ev=-80274.6601 e_above_lowest_ev=0.0000 multiplicity=1
O -2.24056 3.09633 -0.47580 0.0 0.0 -0.1 -0.3526
O -2.57900 -1.97229 -3.01710 0.6 -0.6 -0.1 -0.5552
H 0.09984 -4.40194 -0.64473 0.0 0.1 -0.1 0.1774
C 0.42479 3.02028 -4.13687 -0.6 0.9 -0.9 -0.0271
H 3.96699 -2.57376 5.14143 -0.1 0.2 0.1 0.2291
C 4.97236 6.33016 -0.96421 0.5 0.1 0.8 -0.4900
H 1.09268 2.06146 0.29538 -0.4 -0.2 0.0 0.0398
H -2.11437 -3.76241 -0.82615 -0.3 -0.1 0.0 -0.5703
H -0.71761 1.44276 -1.38930 -0.1 -0.1 0.6 -0.5059
H -1.97866 -7.53506 -1.68927 0.0 0.1 0.0 0.2420
H 6.81174 -1.25270 2.84728 -0.1 0.1 -0.1 0.3481
H 3.03928 4.25855 -0.11752 -0.4 0.0 0.2 0.1826
O -1.85171 4.73287 -6.35070 -0.5 0.0 -0.4 -0.5629
C -2.52964 2.44070 1.75895 -0.2 0.1 0.3 -0.2502
C -0.15719 -0.55463 -0.48049 -1.1 0.9 0.9 0.4274
H 3.25403 7.29328 -0.17273 -0.2 -0.1 0.1 0.2745
C -0.70067 3.58133 -3.28486 -0.4 -1.0 0.5 -0.0011
H 0.01143 -4.30500 -2.39572 0.0 -0.1 -0.1 0.4402
H -1.77948 1.66875 1.94262 0.0 0.0 -0.2 -0.1036
H -2.07692 -3.86645 4.56786 0.0 0.4 0.0 0.3250
C -2.28103 -3.61952 2.38781 -0.4 1.0 1.1 -0.0850
C 1.99736 0.07270 0.11640 -0.6 0.7 0.0 -0.3555
H -1.00833 -4.88404 3.62771 0.1 0.0 0.0 0.3404
H 5.49213 0.58352 3.51627 -0.1 0.0 0.4 0.2602
H 6.85496 -1.68686 5.14587 0.0 -0.2 0.1 0.2568
C 4.90855 -0.34733 3.51372 0.7 0.3 -0.8 0.2453
C -1.47479 -3.89612 3.65298 0.5 -0.7 -0.7 -0.7346
H -0.21793 -1.65548 2.06697 0.1 0.5 0.1 0.2034
C 0.10712 0.75638 -1.20411 0.3 -0.6 -1.3 0.7074
H -1.70942 -3.91028 1.51048 -0.3 -0.4 -0.1 -0.1406
H 1.84889 5.51607 -0.68625 -0.2 -0.5 0.0 0.1945
H -5.74326 -1.35634 -0.22491 0.3 0.3 -0.1 0.3367
H -2.61647 -1.59929 1.53989 0.1 0.1 0.0 -0.3680
H 5.49661 7.28771 -0.92466 -0.3 0.1 -0.5 0.3616
H -0.79416 -0.35475 0.40305 0.2 0.0 0.1 -0.5764
C -0.88064 -1.76267 2.92578 -0.7 -0.5 -0.6 -0.3157
C 2.88337 5.18609 -0.66423 0.7 0.4 -0.2 -0.1500
H -4.95119 -2.82742 0.38607 0.3 0.2 0.1 0.2472
O -0.42424 -2.93849 3.60381 -0.2 0.2 0.7 -0.4605
H 5.35204 -2.22498 2.57711 0.2 -0.1 0.0 0.2526
H 6.09521 -3.23847 4.66289 0.3 0.0 -0.1 0.3319
C -3.30385 2.13719 -0.50498 -0.3 0.5 0.7 0.4122
C -3.72466 1.90138 0.95691 0.8 -0.6 0.0 -0.3859
C 6.00201 -2.15504 4.65136 -0.2 0.4 0.3 -0.5134
H -3.80472 0.82582 1.12815 -0.4 0.1 0.1 -0.0919
H -0.92343 3.70864 0.93598 0.0 0.1 0.2 0.2243
H -2.92305 1.22351 -0.95657 -0.1 0.0 -0.2 -0.5192
H 1.96362 1.87048 -1.17682 0.1 -0.2 0.0 -0.0263
H -2.37360 -4.64837 -2.35659 -0.1 0.0 0.1 0.2989
H -4.64676 2.39747 1.24758 -0.1 0.1 -0.2 0.4365
C 3.73525 6.32204 -0.06811 0.7 -0.1 0.0 -0.6258
C -5.59056 -2.98663 -1.65176 -0.4 0.0 0.1 -0.4673
O 4.48956 6.01604 -2.24687 0.2 0.0 0.0 -0.4553
H -2.84730 2.79377 2.74090 0.1 0.1 0.0 0.4626
H 0.42551 0.43767 -2.20914 0.1 0.2 0.1 -0.0179
C 5.84935 -1.53701 3.26436 -0.5 -0.3 -0.1 -0.5657
H 4.77758 -1.63127 6.41021 0.0 0.1 0.0 0.3046
H 2.95197 -0.07494 -0.38610 0.0 -0.5 0.2 0.3083
H -0.91128 -0.88254 3.56905 0.5 0.0 0.1 0.2989
H 4.17849 -0.22429 2.70781 -0.1 -0.2 0.1 -0.2817
H -1.47734 2.80705 -3.26973 -0.2 0.3 -0.1 0.0824
O -0.17617 3.20328 -5.46767 0.2 -0.1 0.1 -0.3949
O 0.35057 5.60129 -5.66780 0.1 0.1 -0.1 -0.5546
H 2.11971 0.17906 1.19591 0.3 0.1 0.0 0.1174
H 3.92141 4.01082 -2.23247 0.2 0.0 0.3 0.2521
S -3.77470 -1.45368 -2.48650 -0.9 0.1 0.4 1.1982
H 2.78287 5.14177 -2.88721 -0.1 0.1 0.1 -0.0326
C -1.89450 -4.68182 -1.36914 0.4 0.2 -0.5 0.5802
H -5.31786 -4.04077 -1.61703 0.3 0.1 0.0 0.2973
H -3.29165 -4.01893 2.46995 0.1 -0.4 -0.5 0.4301
H 0.60660 -6.65357 -0.78873 0.5 0.1 -0.4 0.2702
H -6.67518 -2.92746 -1.71883 0.0 0.1 -0.1 0.3276
C -5.05916 -2.16777 -0.47241 -0.8 -0.8 -0.1 -0.3280
C -2.32479 -2.08627 2.47114 0.5 0.0 0.1 0.1479
O -4.12211 -0.11457 -2.77104 -0.2 0.6 0.0 -0.6014
C -1.49282 -6.89788 -0.93514 -0.1 -0.5 -0.8 -0.4982
H -2.99199 -1.76068 3.27298 -0.2 -0.1 -0.1 0.3639
S -0.72469 4.68794 -5.50889 0.2 0.0 0.6 1.1208
H -2.53366 4.48599 1.02592 0.1 0.0 0.1 0.3204
C 3.49987 5.01129 -2.07121 -0.5 0.0 -0.7 -0.0916
O 1.11232 -1.02790 -0.09010 0.2 -0.4 -0.5 -0.4611
C -0.14975 -6.34624 -1.50545 -1.1 -0.3 0.6 -0.5915
H 0.56601 1.95227 -4.04799 0.3 0.0 0.3 0.1663
H -0.51167 3.81807 -2.24148 0.4 0.2 -0.1 0.1859
C -0.37935 -4.83122 -1.52880 0.1 0.0 0.7 -0.4899
H -1.37767 -7.53807 -0.06043 0.1 0.3 0.2 0.3615
H -0.73603 -1.28505 -1.04628 0.5 -0.2 -0.3 0.2090
H -0.00375 -6.76426 -2.49674 0.4 0.0 0.0 0.2733
H 5.74733 5.62506 -0.61812 -0.3 -0.4 -0.1 0.2578
H 1.31245 3.65182 -4.15886 0.3 -0.4 0.4 0.2889
H -4.14740 2.53520 -1.07123 0.2 -0.1 -0.3 0.4427
O -3.78952 -1.71045 -0.90256 0.5 0.2 -0.1 -0.0885
C 1.31391 1.32888 -0.48536 0.3 0.3 0.3 -0.0437
O -1.17465 4.74264 -3.96578 0.1 0.0 -0.3 -0.3150
C 4.68971 -1.76869 5.33310 0.1 -0.6 -0.2 -0.4099
C -1.99812 3.54524 0.85961 -0.1 -0.2 -0.3 -0.5587
H 4.03097 6.17743 0.97137 -0.3 0.0 0.0 0.3272
O 4.24851 -0.56657 4.73438 -0.1 0.4 0.4 -0.4096
O -2.34096 -5.80111 -0.63201 0.2 0.1 0.4 -0.4296
O -5.04304 -2.35875 -2.81552 0.3 -0.1 -0.2 -0.3368